C26H32CrNO5S | ωB97M-V with the def2-TZVPD basis set

```
66
Properties=species:S:1:pos:R:3
O 2.48543 -5.04424 -1.03170
C 2.81047 -5.80914 0.16592
C 3.60471 -6.88470 -0.54358
H 1.91319 -6.21225 0.65250
H 3.41685 -5.22386 0.86627
C 3.18229 -6.07410 -1.81276
H 3.18852 -7.89665 -0.50123
H 4.68336 -6.86987 -0.35945
C 2.26063 -6.90007 -2.71047
H 1.45847 -7.37656 -2.12993
H 2.85247 -7.69491 -3.18855
H 1.84686 -6.26128 -3.49944
C 4.37003 -5.52350 -2.59307
H 5.04627 -4.97708 -1.92247
H 3.99306 -4.87323 -3.39159
H 4.91631 -6.36247 -3.04725
Cr -0.49516 2.70402 -0.62976
C 0.97837 4.24893 -0.50390
C 0.65954 4.10057 0.89944
C 1.04377 2.78046 1.30297
H 0.31940 4.90057 1.55511
C 1.67125 2.12276 0.19617
C 1.61466 3.01022 -0.93773
H 2.09097 2.82516 -1.90417
H 0.86348 5.15899 -1.09133
H 1.00101 2.39520 2.32070
H 2.25262 1.20668 0.26749
C -2.07810 3.34853 -2.05236
C -0.85398 2.98428 -2.72137
C -0.61996 1.57198 -2.48395
H -0.25069 3.64759 -3.34862
C -1.71529 1.06719 -1.69273
C -2.61902 2.15501 -1.43845
H -3.59703 2.05061 -0.98214
H -2.56923 4.32437 -2.09865
H 0.18264 0.96148 -2.90901
H -1.88527 0.03572 -1.39318
O 0.15230 -0.37128 -0.11379
C 1.06402 -1.05490 -0.98019
C 1.76928 -2.11649 -0.14532
H 1.75439 -0.32346 -1.43846
H 0.47101 -1.47936 -1.80408
C 0.82268 -2.33238 1.03923
H 2.71700 -1.69673 0.21204
H 1.96722 -3.01543 -0.72435
C 0.13661 -0.97256 1.18627
H 1.31078 -2.66042 1.95462
H 0.04878 -3.04976 0.74698
H 0.66755 -0.32169 1.90305
H -0.91605 -0.99601 1.49736
O -2.05572 5.37968 0.24348
C -2.39948 4.44010 0.97889
N -1.86151 3.16560 0.89820
S -2.45600 2.06328 2.01809
O -3.17756 1.01118 1.35525
O -1.40659 1.70313 2.95738
C -3.55408 3.26474 2.69611
C -4.49887 3.09262 3.70156
C -5.30540 4.17993 4.06007
C -5.15869 5.42316 3.41318
C -4.21168 5.58544 2.39893
C -3.41425 4.48552 2.05110
H -4.58107 2.11974 4.17561
H -6.04910 4.06834 4.84653
H -5.79706 6.26303 3.70234
H -4.06145 6.52860 1.86217
```

Output
<S²>: 6.09
Spin multiplicity: 5
Net charge: -1
Max |F|, hartree/bohr: 0.0816
Relative energy (zero: lowest compared OMol25 entry of this formula, charge and spin), kJ/mol: 49.5
HOMO level (spin up / spin down), eV: -0.3316 / -4.3060